Formula: C20H29N4O5S6V
Source: the OMol25 dataset
Level of theory: ωB97M-V/def2-TZVPD

Highest occupied orbital energy (spin up / spin down): -3.587 / -3.269 eV
Total energy: -128109.3991 eV
Relative energy (zero: lowest compared OMol25 entry of this formula, charge and spin): 17.7 kcal per mole
Gap between HOMO and LUMO (spin up / spin down): 5.86 / 5.54 eV
Charge: -1
2S+1: 2

XYZ file:
```
65
Properties=species:S:1:pos:R:3:forces:R:3:mulliken_spin:R:1
V -0.65035 -0.30054 0.60270 -0.578 0.553 1.170 0.984
C -1.03055 3.55404 2.13745 -0.022 -0.118 0.012 -0.003
C 0.35647 2.92114 1.89885 -0.125 -0.042 -0.041 -0.002
N 0.37941 1.49519 2.20362 0.083 -0.278 -0.381 0.003
C 0.13611 1.17302 3.60821 -0.114 0.001 -0.056 0.008
C -0.79379 -0.04086 3.76016 0.117 0.093 -0.112 -0.015
N -1.68423 -0.17252 2.61164 -0.548 0.051 0.067 -0.028
C -2.97215 0.53018 2.71407 0.143 0.021 0.011 0.001
C -2.88026 2.04594 2.85385 0.076 0.048 -0.105 -0.007
N -2.18453 2.74464 1.77496 0.077 -0.027 0.189 -0.006
H -1.13533 3.83323 3.18816 -0.035 0.035 0.023 0.001
H -1.04631 4.49774 1.58101 0.026 0.043 0.003 0.000
H 0.63687 3.02973 0.85245 -0.032 -0.011 0.079 0.002
H 1.07870 3.48885 2.50326 0.075 0.027 0.010 0.000
H 1.22406 1.05760 1.85449 0.146 0.102 0.155 0.000
H 1.06683 0.98770 4.15204 0.025 -0.018 0.012 0.001
H -0.32349 2.04704 4.06891 0.049 0.015 0.011 -0.001
H -0.18890 -0.94392 3.78074 -0.003 -0.059 0.026 0.004
H -1.35592 0.02332 4.69988 -0.004 0.047 0.029 0.000
H -1.90005 -1.16174 2.48382 -0.002 0.004 -0.021 0.018
H -3.54570 0.27368 1.82085 0.012 -0.024 -0.046 0.003
H -3.53908 0.16734 3.58062 -0.055 -0.031 0.026 0.002
H -3.91425 2.40220 2.91617 -0.049 0.016 0.053 0.001
H -2.42265 2.29147 3.81696 0.022 0.026 0.006 0.000
H -1.95861 2.10299 1.02618 -0.080 -0.017 -0.041 0.017
S -0.21381 -7.51609 -0.09003 -0.016 -0.035 -0.015 -0.001
C -0.36313 -5.88465 0.15732 0.035 0.123 0.051 -0.001
S -1.74908 -4.95904 -0.25610 -0.034 0.029 -0.048 0.001
C -1.20490 -3.39858 0.31317 -0.077 -0.063 0.010 0.006
C 0.02962 -3.37480 0.85179 0.078 -0.086 0.116 -0.003
S 0.77967 -1.96486 1.57448 0.237 -0.303 0.142 -0.001
S 0.87004 -4.91020 0.86359 -0.019 0.054 0.010 0.001
S -2.25711 -1.99950 0.15761 -0.003 -0.238 -0.207 -0.018
C -2.60580 0.61347 -1.89185 -0.062 0.047 0.018 0.005
O -1.93190 1.41895 -0.91402 0.137 -0.159 -0.048 -0.001
C -1.43460 2.62544 -1.47818 -0.146 0.057 0.035 0.000
C -0.09304 2.52991 -2.16201 -0.001 -0.077 -0.032 0.000
O 0.93132 2.62581 -1.19871 0.046 -0.044 -0.097 -0.001
C 2.20271 2.40974 -1.76149 0.042 -0.043 0.023 0.001
H -3.22984 1.25859 -2.51877 -0.007 -0.008 -0.006 0.000
H -3.23198 -0.09500 -1.36128 0.005 -0.019 0.027 -0.002
H -1.90096 0.04979 -2.50220 0.056 -0.013 -0.009 -0.002
H -1.37264 3.36377 -0.67557 -0.019 -0.033 0.020 0.000
H -2.16594 2.98271 -2.21034 -0.035 0.069 0.047 0.000
H 0.00075 3.36460 -2.87148 -0.022 0.000 -0.052 0.000
H -0.01938 1.59205 -2.72550 0.053 -0.027 0.036 0.000
H 2.45779 3.20162 -2.47627 0.004 0.017 -0.021 0.000
H 2.25043 1.44415 -2.27121 -0.003 -0.065 -0.001 -0.001
H 2.92891 2.41387 -0.95010 0.005 0.016 0.011 0.000
O 0.08439 -4.06543 -3.43747 -0.036 0.012 -0.020 0.001
S 0.54992 -2.72637 -3.65256 0.108 -0.089 -0.021 0.000
O 0.46909 -2.18636 -4.98487 -0.003 0.023 -0.026 0.001
N -0.11570 -1.68416 -2.58925 -0.064 0.087 -0.045 0.012
C 0.78045 -1.18543 -1.78173 0.079 0.225 -0.061 -0.012
O 0.55939 -0.29726 -0.89579 0.503 0.088 -1.071 0.020
C 2.17708 -1.68356 -2.00014 -0.038 -0.032 0.156 0.008
C 3.31133 -1.39780 -1.26574 0.107 0.016 0.034 0.005
C 4.49897 -2.02171 -1.63242 -0.048 0.018 0.015 0.001
C 4.53462 -2.91580 -2.70040 0.025 0.016 0.010 0.000
C 3.38458 -3.21321 -3.42195 -0.097 -0.018 -0.066 0.000
C 2.21793 -2.57837 -3.04628 0.017 -0.015 -0.014 -0.001
H 3.24969 -0.73385 -0.41325 0.003 -0.010 -0.015 -0.002
H 5.40335 -1.82815 -1.06893 -0.005 -0.002 -0.013 0.000
H 5.46804 -3.39884 -2.96368 -0.016 0.014 0.019 0.000
H 3.39743 -3.92284 -4.23940 0.006 0.009 0.028 0.000
```
Positions in Å, forces in eV/Å.